No. 1
Below is a 2-piece molecular cluster, C4H13NO2 overall in a non-equilibrium geometry, with properties calculated with ωB97M-V with the def2-TZVPD basis set.

Each atom is followed by the atoms it is bonded to, with distances in Å.
Element x y z (Å)
1 C -0.51 1.25 1.82  C2 1.529, H7 1.095, H8 1.097, H9 1.077
2 C 0.48 0.57 0.87  C1 1.529, C3 1.546, N6 1.466, H10 1.110
3 C 0.02 0.53 -0.60  C2 1.546, C4 1.549, O5 1.424, H11 1.087
4 C -0.42 1.88 -1.21  C3 1.549, H12 1.124, H13 1.088, H14 1.099
5 O -1.06 -0.39 -0.72  C3 1.424, H15 0.955
6 N 0.80 -0.75 1.41  C2 1.466, H16 1.013, H17 1.012
7 H -1.52 1.14 1.40  C1 1.095
8 H -0.24 2.26 2.16  C1 1.097
9 H -0.61 0.72 2.75  C1 1.077
10 H 1.40 1.19 0.90  C2 1.110
11 H 0.80 0.00 -1.14  C3 1.087
12 H -0.27 1.87 -2.32  C4 1.124
13 H 0.15 2.64 -0.69  C4 1.088
14 H -1.47 2.11 -0.96  C4 1.099
15 H -1.94 -0.07 -0.91  O5 0.955
16 H -0.06 -1.26 1.56  N6 1.013
17 H 1.49 -1.19 0.81  N6 1.012
18 H 1.07 -3.38 -0.93  O20 0.967
19 H -0.08 -2.49 -1.02  O20 0.970
20 O 0.81 -2.57 -1.39  H18 0.967, H19 0.970

Summary:
Energy relative to the best compared isomer or geometry (same formula, charge and spin) (kJ/mol): 71.00
2S+1: 1
SMILES: C[C@H](O)[C@@H](C)N.O
E_HOMO (eV): -8.90
Electronic energy (eV): -9943.4607
HOMO-LUMO gap (eV): 9.68
Strongest force on any atom (Eh/bohr): 0.033

***

No. 2
Below is a 2-piece molecular cluster, C4H13NO2 overall in a non-equilibrium geometry, with properties calculated with ωB97M-V with the def2-TZVPD basis set.

Each atom is followed by the atoms it is bonded to, with distances in Å.
Element x y z (Å)
1 C -1.77 1.20 -0.19  C2 1.541, H7 1.187, H8 1.114, H9 1.093
2 C -1.60 -0.33 -0.02  C1 1.541, C3 1.575, N6 1.409, H10 1.147
3 C -0.14 -0.73 0.42  C2 1.575, C4 1.473, O5 1.404, H11 1.048
4 C 0.46 -0.25 1.67  C3 1.473, H12 1.080, H13 1.113, H14 1.130
5 O 0.65 -0.28 -0.65  C3 1.404, H15 0.934
6 N -1.98 -1.06 -1.17  C2 1.409, H16 1.006, H17 1.010
7 H -1.27 1.64 -1.17  C1 1.187
8 H -1.28 1.80 0.61  C1 1.114
9 H -2.83 1.45 -0.28  C1 1.093
10 H -2.26 -0.72 0.83  C2 1.147
11 H -0.15 -1.75 0.62  C3 1.048
12 H 1.10 -0.96 2.18  C4 1.080
13 H -0.24 -0.06 2.52  C4 1.113
14 H 1.09 0.67 1.47  C4 1.130
15 H 0.13 -0.40 -1.42  O5 0.934
16 H -2.70 -0.67 -1.75  N6 1.006
17 H -1.51 -1.95 -1.24  N6 1.010
18 H 2.99 1.66 -0.02  O20 0.945
19 H 3.87 0.83 -0.86  O20 0.978
20 O 3.74 1.09 0.07  H18 0.945, H19 0.978

Summary:
Energy relative to the best compared isomer or geometry (same formula, charge and spin) (kJ/mol): 138.37
2S+1: 1
SMILES: C[C@H](O)[C@@H](C)N.O
E_HOMO (eV): -8.92
Electronic energy (eV): -9942.7625
HOMO-LUMO gap (eV): 9.79
Strongest force on any atom (Eh/bohr): 0.070

***

No. 3
Below is a 3-piece molecular cluster, C4H13NO2 overall in a non-equilibrium geometry, with properties calculated with ωB97M-V with the def2-TZVPD basis set.

Each atom is followed by the atoms it is bonded to, with distances in Å.
Element x y z (Å)
1 N -0.24 1.98 -1.52  C2 1.462, C5 1.479, H6 1.013
2 C -0.24 0.51 -1.49  N1 1.462, C3 1.519, H7 1.089, H8 1.099
3 C -0.87 0.12 -0.16  C2 1.519, C4 1.522, H9 1.100, H10 1.093
4 C -0.52 1.24 0.81  C3 1.522, C5 1.554, H11 1.074, H12 1.093
5 C -0.15 2.43 -0.12  N1 1.479, C4 1.554, H13 1.086, H14 1.072
6 H -1.15 2.25 -1.88  N1 1.013
7 H -0.73 0.04 -2.34  C2 1.089
8 H 0.79 0.14 -1.52  C2 1.099
9 H -1.97 0.08 -0.22  C3 1.100
10 H -0.70 -0.93 0.09  C3 1.093
11 H -1.33 1.47 1.46  C4 1.074
12 H 0.32 1.02 1.48  C4 1.093
13 H -0.83 3.27 -0.02  C5 1.086
14 H 0.85 2.75 0.11  C5 1.072
15 H 0.86 -3.60 -0.14  O17 0.964
16 H -0.39 -3.89 -0.94  O17 0.961
17 O -0.08 -3.77 -0.04  H15 0.964, H16 0.961
18 H 2.27 -2.23 2.71  O20 0.958
19 H 1.65 -1.40 1.60  O20 0.966
20 O 2.45 -1.49 2.13  H18 0.958, H19 0.966

Summary:
Energy relative to the best compared isomer or geometry (same formula, charge and spin) (kJ/mol): 70.38
2S+1: 1
SMILES: C1CCNC1.O.O
E_HOMO (eV): -9.00
Electronic energy (eV): -9943.4671
HOMO-LUMO gap (eV): 9.54
Strongest force on any atom (Eh/bohr): 0.029

***

Which of these has the lowest energy relative to the best compared isomer or geometry (same formula, charge and spin)? number 3

***

Please write out number 3 again, unchanged.
Below is a 3-piece molecular cluster, C4H13NO2 overall in a non-equilibrium geometry, with properties calculated with ωB97M-V with the def2-TZVPD basis set.

Each atom is followed by the atoms it is bonded to, with distances in Å.
Element x y z (Å)
1 N -0.24 1.98 -1.52  C2 1.462, C5 1.479, H6 1.013
2 C -0.24 0.51 -1.49  N1 1.462, C3 1.519, H7 1.089, H8 1.099
3 C -0.87 0.12 -0.16  C2 1.519, C4 1.522, H9 1.100, H10 1.093
4 C -0.52 1.24 0.81  C3 1.522, C5 1.554, H11 1.074, H12 1.093
5 C -0.15 2.43 -0.12  N1 1.479, C4 1.554, H13 1.086, H14 1.072
6 H -1.15 2.25 -1.88  N1 1.013
7 H -0.73 0.04 -2.34  C2 1.089
8 H 0.79 0.14 -1.52  C2 1.099
9 H -1.97 0.08 -0.22  C3 1.100
10 H -0.70 -0.93 0.09  C3 1.093
11 H -1.33 1.47 1.46  C4 1.074
12 H 0.32 1.02 1.48  C4 1.093
13 H -0.83 3.27 -0.02  C5 1.086
14 H 0.85 2.75 0.11  C5 1.072
15 H 0.86 -3.60 -0.14  O17 0.964
16 H -0.39 -3.89 -0.94  O17 0.961
17 O -0.08 -3.77 -0.04  H15 0.964, H16 0.961
18 H 2.27 -2.23 2.71  O20 0.958
19 H 1.65 -1.40 1.60  O20 0.966
20 O 2.45 -1.49 2.13  H18 0.958, H19 0.966

Summary:
Energy relative to the best compared isomer or geometry (same formula, charge and spin) (kJ/mol): 70.38
2S+1: 1
SMILES: C1CCNC1.O.O
E_HOMO (eV): -9.00
Electronic energy (eV): -9943.4671
HOMO-LUMO gap (eV): 9.54
Strongest force on any atom (Eh/bohr): 0.029